Entry 1:
C16H20BCl3MnO3 | ωB97M-V with the def2-TZVPD basis set

Structure (XYZ):
```
44
Properties=species:S:1:pos:R:3
C -0.78022 0.58136 -2.58400
C -1.61765 -0.57025 -2.42421
C -0.78180 -1.71862 -2.21891
C -3.09311 -0.60868 -2.63208
C 0.59967 -1.27048 -2.22305
C 0.60212 0.15931 -2.44199
C 1.81472 0.98505 -2.69551
C -1.24954 1.91836 -3.02336
C -1.25669 -3.12579 -2.19381
C 1.80302 -2.14535 -2.20479
Mn -0.45298 -0.30864 -0.65704
Cl -2.37132 -0.07418 0.72459
Cl 0.38192 1.67704 0.00670
Cl 0.38682 -1.94519 0.51134
H -3.55075 0.34365 -2.35368
H -3.55594 -1.40963 -2.04930
H -3.33146 -0.79089 -3.68452
H -2.14338 -3.22236 -1.56788
H -0.48558 -3.81224 -1.85176
H -1.54472 -3.45877 -3.19039
H 1.69512 -3.00257 -1.54115
H 2.70459 -1.59697 -1.93302
H 1.95157 -2.53394 -3.21224
H 2.69658 0.57928 -2.19728
H 1.70202 2.02876 -2.40816
H 2.00943 0.95924 -3.76843
H -2.14457 2.20747 -2.47653
H -1.52073 1.91110 -4.07793
H -0.47686 2.67383 -2.90866
O 2.58841 3.91666 -0.22230
H 3.52069 4.01052 0.08033
O 0.33271 -0.84806 2.94189
B 0.08745 0.15730 1.92789
O 0.27750 1.40640 2.62369
C 0.47396 1.14794 3.94249
C 0.50205 2.03347 4.97522
C 0.52560 1.49069 6.24549
C 0.53843 0.12005 6.44694
C 0.53058 -0.77026 5.38519
C 0.49744 -0.22677 4.14348
H 0.48828 3.08696 4.74910
H 0.54588 2.16390 7.09504
H 0.56872 -0.27373 7.45577
H 0.53203 -1.84498 5.48684
```

The value obtained for the HOMO-LUMO gap (alpha / beta) is 4.3 / 4.6 eV. The net charge is -2. As for the spin multiplicity: 4. As for the expectation value of S²: 3.81. The HOMO energy (alpha / beta) is 0.0194 / 0.0075 hartree. The value obtained for the LUMO energy (alpha / beta) is 4.80 / 4.76 eV. For the largest force on an atom, the calculation gives 2.68 eV/Å.



Entry 2:
C16H20BN8O4PdS | ωB97M-V with the def2-TZVPD basis set

Structure (XYZ):
```
51
Properties=species:S:1:pos:R:3
Pd -1.21905 -0.24108 2.10159
C 0.42389 -3.32445 2.58182
C 0.71487 -2.70874 1.25051
C 1.23115 -3.29922 0.07919
C 1.29365 -2.26968 -0.83576
N 0.82685 -1.15435 -0.24491
N 0.47382 -1.42707 1.04275
B 0.49704 0.27830 -0.76976
N -0.97954 0.35476 -1.23030
C -1.47180 -0.23128 -2.34365
C -2.84533 -0.20744 -2.25689
C -3.10948 0.43195 -1.02297
C -4.41491 0.70115 -0.34269
N -1.98133 0.76291 -0.42377
N 0.86916 1.30584 0.33787
C 2.08913 1.86775 0.49783
C 2.14935 2.43399 1.74809
C 0.89665 2.13862 2.33031
C 0.37499 2.46986 3.68998
N 0.15397 1.45080 1.48575
N 1.35348 0.66890 -2.02460
C 1.34565 1.89904 -2.57313
C 2.05620 1.85404 -3.75131
C 2.45093 0.50609 -3.85965
C 3.23229 -0.16691 -4.94489
N 2.00872 -0.20046 -2.83200
H 0.05498 -4.34449 2.45577
H -0.32615 -2.75060 3.12936
H 1.33018 -3.36930 3.19303
H 1.51489 -4.32832 -0.07311
H 1.62787 -2.24286 -1.85760
H -0.81044 -0.64175 -3.09198
H -3.55252 -0.60906 -2.96557
H -5.19303 0.03830 -0.72612
H -4.74483 1.73245 -0.49500
H -4.31864 0.53092 0.73021
H 2.82152 1.82664 -0.29024
H 2.97567 2.97158 2.18472
H 1.19239 2.49620 4.41383
H -0.36116 1.73062 4.01169
H -0.11318 3.44828 3.69382
H 0.83773 2.71085 -2.07762
H 2.26126 2.66731 -4.42860
H 4.04164 0.46915 -5.30963
H 2.60141 -0.41886 -5.80123
H 3.66821 -1.09226 -4.56884
O -1.57267 -1.23722 4.86088
S -2.79474 -0.95510 4.07864
O -4.01900 -1.25899 4.82394
O -2.74859 -1.76067 2.79039
O -2.79313 0.49388 3.62984
```

The value obtained for the HOMO-LUMO gap (alpha / beta) is 4.9 / 5.2 eV. The net charge is -2. As for the spin multiplicity: 2. As for the expectation value of S²: 0.75. The HOMO energy (alpha / beta) is -0.0203 / -0.0305 hartree. The value obtained for the LUMO energy (alpha / beta) is 4.34 / 4.34 eV. For the largest force on an atom, the calculation gives 0.54 eV/Å.



Entry 3:
C16H20Cl30O4 | ωB97M-V with the def2-TZVPD basis set

Structure (XYZ):
```
70
Properties=species:S:1:pos:R:3
O -3.64481 -0.63193 -0.56334
C -2.67453 -0.05395 -0.69382
C -1.43021 -0.45657 -1.55147
C -1.12637 0.99660 -2.05298
O -0.06787 1.20682 -2.92467
C -1.12047 1.65701 -0.67371
C -0.91655 3.17044 -0.54132
C 0.17272 3.57453 0.50734
O 1.00085 4.63714 0.03067
O -2.38766 1.17817 -0.15687
H -1.60613 -1.17331 -2.35565
H -0.60337 -0.72586 -0.87245
H -2.10915 1.29586 -2.46694
H -0.43348 1.12592 -3.80771
H -0.41947 1.13349 0.00979
H -1.84851 3.65291 -0.20782
H -0.66179 3.59372 -1.52666
H -0.33659 3.99325 1.38666
H 0.75122 2.68085 0.77357
H 1.14242 4.42661 -0.89672
Cl -4.23538 0.66202 -4.80307
C -3.04512 -0.09879 -5.85904
Cl -1.51668 0.78811 -5.78828
Cl -2.80691 -1.78845 -5.40694
H -3.41096 -0.06597 -6.87373
Cl 3.93607 2.63438 3.31453
C 2.63468 1.44789 3.19800
Cl 1.09458 2.16113 3.69400
Cl 2.52586 0.80455 1.55537
H 2.86073 0.62800 3.86785
Cl -4.38823 3.12306 0.06944
C -4.38833 4.00913 -1.45396
Cl -3.30771 5.40427 -1.36324
Cl -3.92106 2.94729 -2.78975
H -5.39242 4.36779 -1.64124
Cl -1.78458 3.52032 4.52795
C -3.06263 2.30708 4.39932
Cl -4.61849 2.97633 4.90050
Cl -3.15395 1.68322 2.75292
H -2.81501 1.48851 5.06323
Cl -7.09351 1.03652 -6.08639
C -7.00700 0.74631 -7.82679
Cl -7.94501 1.95573 -8.70392
Cl -5.33470 0.74188 -8.39952
H -7.43565 -0.22682 -8.02948
Cl 1.70300 1.15013 -7.04522
C 1.65736 2.89382 -6.76766
Cl 0.33382 3.63363 -7.67327
Cl 1.50140 3.23954 -5.04498
H 2.58897 3.31883 -7.11882
Cl 3.41737 -1.21406 -0.87779
C 4.96546 -1.75397 -0.22146
Cl 5.95264 -0.37172 0.26063
Cl 4.71523 -2.84539 1.14408
H 5.49306 -2.29464 -0.99676
Cl 7.93177 -4.72435 2.95935
C 6.63360 -5.91223 2.83911
Cl 5.09156 -5.19800 3.32886
Cl 6.52593 -6.55365 1.19899
H 6.85729 -6.73096 3.51106
Cl 2.42414 -8.80640 4.94994
C 2.44646 -7.06241 5.22000
Cl 1.22179 -6.26483 4.23152
Cl 2.20036 -6.69526 6.93150
H 3.41795 -6.68535 4.92783
Cl 4.51660 -4.06058 10.86334
C 2.95894 -4.03011 10.03272
Cl 1.63446 -4.19261 11.18835
Cl 2.78482 -2.54436 9.09254
H 2.92079 -4.87308 9.35096
```

The value obtained for the HOMO-LUMO gap is 9.8 eV. The net charge is 0. Its SMILES is O=C1C[C@H](O)[C@@H](CCO)O1.ClC(Cl)Cl.ClC(Cl)Cl.ClC(Cl)Cl.ClC(Cl)Cl.ClC(Cl)Cl.ClC(Cl)Cl.ClC(Cl)Cl.ClC(Cl)Cl.ClC(Cl)Cl.ClC(Cl)Cl. The HOMO energy is -0.3561 hartree. The value obtained for the LUMO energy is 0.13 eV. For the largest force on an atom, the calculation gives 6.64 eV/Å.



Entry 4:
C16H20ClInN2O4SSe2 | ωB97M-V with the def2-TZVPD basis set

Structure (XYZ):
```
47
Properties=species:S:1:pos:R:3
In 0.61417 2.91165 0.62252
O 6.96335 -0.12276 -1.14626
C 6.24079 -0.68914 -0.05384
C 4.74656 -0.46419 -0.28839
C 4.37923 -0.85533 -1.73401
O 5.02993 -2.03803 -2.16238
C 4.43210 1.00180 -0.04267
Se 2.50904 1.30523 -0.29692
C 4.00177 -1.37092 0.70238
Se 2.16306 -0.76433 0.99082
H 7.90376 -0.15024 -0.94876
H 6.53241 -0.21981 0.89148
H 6.43595 -1.76343 0.01766
H 4.59936 -0.02185 -2.40759
H 3.30913 -1.05867 -1.79030
H 5.95162 -1.80334 -2.32171
H 4.91793 1.65695 -0.76243
H 4.68453 1.31427 0.96940
H 4.49930 -1.37679 1.67248
H 3.98235 -2.38583 0.30786
Cl -5.30591 -1.31437 0.00599
C -4.05700 0.22597 0.15739
C -3.68237 0.58944 1.42542
C -2.83899 1.69243 1.52415
C -2.41578 2.37591 0.38461
C -1.45751 3.52706 0.49392
C -2.87270 1.96200 -0.86852
C -3.71764 0.86459 -1.00093
H -3.98966 0.05192 2.31344
H -2.50461 2.01809 2.50310
H -1.69450 4.15561 1.35095
H -1.45891 4.14021 -0.40771
H -2.57606 2.51426 -1.75296
H -4.09313 0.54662 -1.96615
S -2.06393 -2.22508 -0.13598
C -3.59090 -3.54679 0.31614
N -4.58955 -3.40258 1.63010
C -5.48965 -2.54871 1.51731
C -6.68182 -0.41190 0.23218
C -6.07658 -1.50853 -1.27044
N -3.80211 -2.33990 -0.13375
H -4.73315 -4.18119 2.26691
H -6.37226 -2.44741 2.13598
H -6.84987 0.65172 0.09584
H -6.16567 -1.74083 -2.30973
O 2.04787 4.04451 -0.23383
O 3.13607 3.20171 -0.49281
```

The value obtained for the HOMO-LUMO gap is 6.0 eV. The net charge is 0. The HOMO energy is -0.2638 hartree. The value obtained for the LUMO energy is -1.14 eV. For the largest force on an atom, the calculation gives 4.98 eV/Å.